A molecular structure, C24H40BO48S10 in a non-equilibrium geometry, computed with the ωB97M-V functional and the def2-TZVPD basis.

## Properties
Net charge ... -1
HOMO energy ... -0.2927 Eh
Relative energy (zero: lowest compared OMol25 entry of this formula, charge and spin) ... 188.2 kcal/mol
LUMO ... 0.044 hartree
E_tot ... -232835.998 eV
Gap between HOMO and LUMO ... 9.168 eV

Geometry (Å):
O  -3.19  -2.28  -1.55
C  -2.69  -1.23  -1.14
O  -1.68  -1.05  -0.25
B  -1.26  0.37  -0.28
O  -2.19  1.07  -1.15
C  -3.09  0.23  -1.57
O  -4.04  0.60  -2.28
O  0.09  0.38  -0.83
C  0.90  1.08  -0.06
O  1.99  1.36  -0.30
C  0.15  1.44  1.25
O  -1.19  1.09  0.99
O  0.59  1.97  2.27
C  5.19  -2.40  -1.76
C  4.90  -2.62  -3.19
O  4.40  -3.98  -3.24
S  3.74  -4.47  -1.76
O  4.59  -5.54  -1.14
O  2.33  -4.75  -1.90
O  4.04  -2.96  -1.09
H  5.16  -1.35  -1.49
H  6.00  -2.96  -1.27
H  5.80  -2.56  -3.80
H  4.24  -1.91  -3.70
C  3.58  4.02  6.42
C  3.46  3.18  7.70
O  4.54  3.52  8.56
S  5.55  4.66  7.82
O  6.58  4.06  6.98
O  5.88  5.73  8.80
O  4.21  5.10  6.86
H  2.58  4.30  6.06
H  4.09  3.59  5.56
H  3.57  2.19  7.25
H  2.57  3.43  8.28
C  -1.52  5.94  4.22
C  -2.67  5.19  3.47
O  -2.99  4.11  4.33
S  -2.38  4.28  5.86
O  -1.40  3.20  6.02
O  -3.50  4.47  6.83
O  -1.63  5.70  5.55
H  -1.61  7.02  4.16
H  -0.55  5.60  3.87
H  -2.39  4.87  2.46
H  -3.53  5.85  3.47
C  -4.67  4.91  -1.31
C  -5.48  4.95  -2.63
O  -6.81  5.13  -2.08
S  -7.07  4.09  -0.80
O  -7.57  2.81  -1.36
O  -7.89  4.76  0.18
O  -5.41  4.03  -0.45
H  -4.66  5.88  -0.80
H  -3.65  4.58  -1.51
H  -5.38  4.11  -3.31
H  -5.22  5.84  -3.19
C  1.55  1.57  -4.95
C  0.41  2.56  -5.37
O  0.58  2.84  -6.80
S  1.97  2.21  -7.42
O  2.99  3.23  -7.28
O  1.73  1.54  -8.72
O  2.09  1.10  -6.21
H  1.10  0.73  -4.43
H  2.23  2.01  -4.22
H  0.50  3.45  -4.74
H  -0.52  2.01  -5.25
C  4.76  6.10  0.49
C  3.72  5.85  -0.62
O  3.43  7.15  -1.15
S  4.61  8.31  -0.96
O  4.19  9.66  -0.60
O  5.63  8.25  -2.00
O  5.15  7.49  0.40
H  5.71  5.61  0.25
H  4.47  5.65  1.44
H  2.84  5.41  -0.14
H  3.94  5.16  -1.44
C  7.62  -1.50  5.06
C  7.05  -2.17  3.79
O  7.31  -1.28  2.69
S  7.01  0.23  3.24
O  5.59  0.53  3.24
O  7.88  1.16  2.55
O  7.63  -0.16  4.74
H  8.55  -1.98  5.36
H  6.83  -1.35  5.81
H  5.96  -2.25  3.84
H  7.46  -3.15  3.56
C  -4.25  -9.49  -3.22
C  -4.81  -8.36  -3.97
O  -4.55  -7.21  -3.11
S  -3.61  -7.66  -1.73
O  -4.10  -6.90  -0.55
O  -2.17  -7.64  -2.08
O  -4.24  -9.15  -1.84
H  -3.31  -9.78  -3.70
H  -4.89  -10.36  -3.34
H  -5.86  -8.40  -4.27
H  -4.36  -8.22  -4.96
C  0.70  -6.38  2.58
C  -0.56  -5.63  2.86
O  -1.34  -6.41  3.76
S  -0.56  -7.74  4.37
O  -1.16  -8.92  3.73
O  -0.37  -7.68  5.81
O  0.89  -7.22  3.67
H  1.55  -5.72  2.69
H  0.78  -7.02  1.70
H  -1.08  -5.37  1.94
H  -0.23  -4.65  3.22
C  -8.50  -4.01  -4.62
C  -7.19  -3.20  -4.93
O  -7.11  -2.95  -6.30
S  -8.33  -3.73  -7.13
O  -7.82  -5.07  -7.44
O  -9.04  -2.92  -8.12
O  -9.28  -3.92  -5.78
H  -8.99  -3.81  -3.66
H  -8.25  -5.07  -4.59
H  -6.29  -3.79  -4.73
H  -7.01  -2.24  -4.45


A molecular structure, C24H40ClF3N4O2Pd in a non-equilibrium geometry, computed with the ωB97M-V functional and the def2-TZVPD basis.

## Properties
Net charge ... -2
HOMO energy (spin up / spin down) ... 0.0902 / -0.1422 Eh
LUMO (spin up / spin down) ... 0.140 / 0.040 hartree
Multiplicity ... 5
Expectation value of S² ... 6.01
E_tot ... -59742.677 eV
Gap between HOMO and LUMO (spin up / spin down) ... 1.367 / 4.963 eV

Geometry (Å):
Pd  0.00  0.00  0.00
Cl  0.55  -1.07  -1.96
C  0.11  1.33  3.97
C  -0.16  0.96  1.74
N  0.46  0.53  2.89
H  -1.21  3.09  4.01
N  -0.88  2.07  2.13
H  0.49  1.18  4.96
C  1.46  -0.60  2.96
C  2.08  -0.64  4.36
C  0.74  -1.92  2.67
H  1.33  -0.85  5.13
H  2.81  -1.44  4.38
H  2.60  0.30  4.60
H  3.34  -1.09  2.03
H  3.00  0.66  2.06
H  0.29  -1.91  1.67
C  2.56  -0.33  1.92
H  -0.03  -2.11  3.42
H  1.47  -2.74  2.71
H  2.17  -0.41  0.90
C  -0.73  2.28  3.49
C  -3.18  2.48  1.30
H  -3.54  2.43  2.34
H  -3.81  3.18  0.75
C  -1.72  2.97  1.27
H  -1.79  3.72  -0.73
C  -1.64  4.39  1.85
H  -0.61  4.72  1.96
H  -3.27  1.49  0.85
H  -1.25  2.03  -0.65
H  -2.16  4.48  2.81
H  -2.14  5.07  1.15
C  -1.19  3.01  -0.16
H  -0.14  3.34  -0.18
C  0.24  -2.50  -8.48
N  0.59  -2.26  -7.15
H  -0.87  -1.18  -9.86
N  -0.45  -0.52  -7.82
H  0.47  -3.41  -9.00
C  1.34  -3.18  -6.25
C  1.67  -4.48  -6.99
C  2.64  -2.47  -5.82
H  2.31  -4.30  -7.87
H  2.22  -5.14  -6.31
H  0.77  -5.01  -7.31
H  1.00  -4.11  -4.32
H  -0.46  -3.98  -5.34
H  2.39  -1.53  -5.34
C  0.46  -3.47  -5.03
H  3.27  -2.27  -6.69
H  3.20  -3.11  -5.12
H  0.20  -2.53  -4.54
C  -0.43  -1.40  -8.90
C  0.03  1.85  -7.47
H  0.80  1.85  -8.25
H  -0.39  2.86  -7.39
C  -1.07  0.84  -7.80
H  -2.60  1.84  -6.62
C  -1.69  1.16  -9.16
H  -2.49  0.44  -9.41
H  0.50  1.59  -6.51
H  -1.69  0.57  -5.74
H  -0.94  1.16  -9.95
H  -2.14  2.15  -9.11
C  -2.15  0.84  -6.70
H  -2.93  0.12  -6.93
C  0.18  -1.03  -6.72
F  -3.16  -2.79  1.14
C  -2.98  -1.43  1.26
F  -4.04  -0.89  1.96
F  -1.84  -1.18  1.96
C  -2.93  -0.80  -0.10
O  -4.03  -0.86  -0.82
O  -1.88  -0.18  -0.62


A molecular structure, C24H40MnN4OSSi2Te in a non-equilibrium geometry, computed with the ωB97M-V functional and the def2-TZVPD basis.

## Properties
Net charge ... +4
HOMO energy (spin up / spin down) ... -0.7182 / -0.7147 Eh
LUMO (spin up / spin down) ... -0.497 / -0.498 hartree
Multiplicity ... 4
Expectation value of S² ... 3.77
E_tot ... -98711.473 eV
Gap between HOMO and LUMO (spin up / spin down) ... 6.026 / 5.890 eV

Geometry (Å):
Mn  -1.92  -0.71  -0.98
C  -1.24  -1.49  -5.11
C  -1.72  -1.09  -3.77
N  -1.25  -1.52  -2.64
N  -0.30  -2.55  -2.62
C  -0.05  -3.18  -1.47
N  0.52  -4.35  -1.45
S  -0.54  -2.44  0.07
C  -2.86  -0.17  -3.60
C  -3.60  0.30  -4.66
C  -4.76  1.04  -4.40
C  -5.13  1.27  -3.10
C  -4.32  0.79  -2.07
N  -3.21  0.09  -2.31
H  -0.22  -1.88  -5.12
H  -1.25  -0.63  -5.78
H  -1.91  -2.25  -5.55
H  -0.06  -2.99  -3.50
H  0.71  -4.90  -2.29
H  0.70  -4.82  -0.57
H  -3.30  0.11  -5.68
H  -5.36  1.41  -5.22
H  -6.04  1.81  -2.86
H  -4.57  0.96  -1.04
C  4.80  0.21  1.37
Si  4.27  0.40  -0.39
C  3.32  1.96  -0.69
C  5.46  -0.12  -1.68
C  2.81  -1.01  -0.68
Te  1.37  -0.79  0.75
C  2.10  -2.07  2.26
Si  1.36  -1.51  3.99
C  2.04  -2.63  5.27
C  -0.48  -1.67  3.69
C  1.87  0.27  4.14
H  5.58  0.95  1.59
H  5.23  -0.77  1.57
H  3.99  0.41  2.08
H  3.90  2.83  -0.36
H  2.37  1.99  -0.15
H  3.12  2.11  -1.76
H  6.31  0.57  -1.69
H  5.02  -0.11  -2.68
H  5.86  -1.12  -1.48
H  3.26  -2.01  -0.62
H  2.43  -0.76  -1.67
H  3.19  -1.98  2.20
H  1.80  -3.08  1.97
H  1.73  -3.67  5.13
H  1.68  -2.31  6.26
H  3.13  -2.59  5.29
H  -0.77  -2.71  3.55
H  -0.81  -1.10  2.81
H  -1.06  -1.28  4.53
H  2.93  0.34  4.42
H  1.30  0.78  4.92
H  1.73  0.85  3.22
C  -3.65  0.85  2.47
C  -2.78  1.07  1.28
O  -2.54  0.07  0.55
C  -2.24  2.37  0.95
C  -1.31  2.53  -0.09
C  -0.85  3.78  -0.44
C  -1.31  4.90  0.25
C  -2.21  4.77  1.29
C  -2.67  3.51  1.65
H  -3.87  -0.20  2.59
H  -4.60  1.39  2.34
H  -3.19  1.25  3.37
H  -0.93  1.67  -0.62
H  -0.13  3.90  -1.24
H  -0.95  5.89  -0.03
H  -2.56  5.64  1.83
H  -3.39  3.42  2.46


A molecular structure, C24H40N6PS2Tc, computed with the ωB97M-V functional and the def2-TZVPD basis.

## Properties
Net charge ... +3
HOMO energy (spin up / spin down) ... -0.6070 / -0.6076 Eh
Relative energy (zero: lowest compared OMol25 entry of this formula, charge and spin) ... 0.0 kcal/mol
LUMO (spin up / spin down) ... -0.359 / -0.364 hartree
Multiplicity ... 2
Expectation value of S² ... 0.75
E_tot ... -67613.042 eV
Gap between HOMO and LUMO (spin up / spin down) ... 6.738 / 6.617 eV

Geometry (Å):
Tc  -0.04  0.51  -1.26
N  -2.53  -1.82  -1.77
C  -1.53  -1.84  -2.64
N  -0.49  -1.01  -2.59
C  0.43  -1.26  -3.62
C  0.06  -2.25  -4.45
S  -1.45  -2.94  -3.96
C  1.56  -0.36  -3.64
C  2.65  -0.33  -4.42
S  3.67  1.00  -4.00
C  2.58  1.45  -2.75
N  1.51  0.65  -2.66
N  2.80  2.49  -1.94
H  -2.45  -1.28  -0.92
H  -3.30  -2.47  -1.84
H  0.56  -2.62  -5.34
H  2.92  -0.98  -5.24
H  3.59  3.10  -2.10
H  2.08  2.82  -1.33
C  -2.10  -1.63  1.88
C  -0.94  -1.14  2.77
C  -0.58  -2.21  3.82
C  -1.44  0.11  3.50
P  0.54  -0.75  1.72
N  -0.10  0.08  0.38
C  1.73  0.47  2.51
C  2.07  0.04  3.95
C  3.03  0.54  1.69
C  1.13  1.88  2.53
C  1.35  -2.25  0.98
C  0.28  -3.26  0.53
C  2.29  -2.92  2.00
C  2.14  -1.87  -0.28
H  -2.91  -1.92  2.55
H  -1.86  -2.50  1.27
H  -2.47  -0.82  1.26
H  -1.44  -2.33  4.47
H  0.26  -1.93  4.44
H  -0.38  -3.19  3.38
H  -2.39  -0.15  3.98
H  -1.65  0.94  2.82
H  -0.77  0.45  4.29
H  2.53  -0.94  4.01
H  1.20  0.06  4.61
H  2.78  0.77  4.34
H  3.61  -0.38  1.73
H  3.65  1.32  2.13
H  2.85  0.81  0.65
H  0.36  2.01  3.28
H  0.72  2.18  1.56
H  1.94  2.57  2.78
H  -0.30  -3.67  1.36
H  0.81  -4.10  0.07
H  -0.39  -2.84  -0.21
H  1.78  -3.19  2.93
H  3.16  -2.32  2.24
H  2.66  -3.85  1.56
H  1.47  -1.48  -1.07
H  2.56  -2.79  -0.70
H  2.96  -1.18  -0.12
C  -4.41  4.88  -2.64
C  -3.39  3.84  -2.34
C  -2.43  4.01  -1.33
C  -1.52  3.03  -1.07
N  -1.50  1.85  -1.75
C  -2.42  1.67  -2.72
C  -3.36  2.62  -3.03
H  -4.14  5.85  -2.23
H  -5.37  4.58  -2.21
H  -4.56  4.97  -3.72
H  -2.40  4.93  -0.75
H  -0.78  3.15  -0.29
H  -2.38  0.73  -3.25
H  -4.06  2.43  -3.83


A molecular structure, C24H41Cl2N5PPd in a non-equilibrium geometry, computed with the ωB97M-V functional and the def2-TZVPD basis.

## Properties
Net charge ... +1
HOMO energy (spin up / spin down) ... -0.4056 / -0.4056 Eh
Relative energy (zero: lowest compared OMol25 entry of this formula, charge and spin) ... 20.6 kcal/mol
LUMO (spin up / spin down) ... -0.153 / -0.153 hartree
E_tot ... -70810.982 eV
Gap between HOMO and LUMO (spin up / spin down) ... 6.871 / 6.870 eV

Geometry (Å):
Pd  -0.11  -0.55  0.04
Cl  0.05  -0.84  2.75
C  -0.25  -2.62  2.68
Cl  -0.18  -3.24  1.02
H  -1.25  -2.80  3.07
H  0.51  -3.10  3.27
C  0.05  -0.84  -2.11
C  -0.89  -1.97  -2.10
C  -0.41  -3.27  -2.25
C  -1.26  -4.36  -2.13
C  -2.61  -4.16  -1.89
C  -3.11  -2.87  -1.79
C  -2.26  -1.79  -1.90
C  -3.50  -5.31  -1.73
N  -4.20  -6.21  -1.60
H  -0.32  0.14  -2.34
H  1.07  -1.04  -2.37
H  0.64  -3.43  -2.45
H  -0.87  -5.37  -2.24
H  -4.17  -2.72  -1.62
H  -2.65  -0.79  -1.81
C  3.09  -0.89  -1.02
N  4.54  -0.84  -0.94
C  4.99  -1.92  -0.03
N  4.40  -1.79  1.31
C  2.95  -1.81  1.18
N  2.43  -0.73  0.30
C  2.89  0.56  0.87
N  4.34  0.64  1.00
C  4.92  0.45  -0.34
C  4.78  -0.48  1.86
H  2.78  -1.85  -1.44
H  2.74  -0.09  -1.67
H  6.07  -1.89  0.05
H  4.70  -2.88  -0.45
H  2.51  -1.69  2.17
H  2.63  -2.77  0.77
H  2.43  0.68  1.86
H  2.54  1.36  0.23
H  6.01  0.49  -0.26
H  4.59  1.26  -0.99
H  4.35  -0.36  2.85
H  5.87  -0.43  1.95
C  -1.96  1.99  -2.52
C  -2.50  2.17  -1.10
C  -2.88  3.65  -0.92
P  -1.45  1.43  0.23
C  -0.24  2.67  0.83
C  -0.73  3.82  1.72
C  0.62  3.19  -0.32
C  -2.64  1.10  1.60
C  -3.27  -0.29  1.46
C  -3.77  2.12  1.80
H  -2.56  2.59  -3.21
H  -2.01  0.96  -2.87
H  -0.92  2.33  -2.62
H  -3.42  1.57  -1.02
H  -2.03  4.29  -1.15
H  -3.24  3.90  0.08
H  -3.67  3.89  -1.63
H  0.40  2.04  1.46
H  -1.40  4.50  1.19
H  0.14  4.41  2.04
H  -1.24  3.47  2.62
H  0.09  3.94  -0.91
H  0.94  2.40  -1.00
H  1.52  3.68  0.08
H  -2.01  1.11  2.49
H  -4.04  -0.29  0.69
H  -3.76  -0.57  2.40
H  -2.56  -1.08  1.20
H  -4.44  2.15  0.94
H  -3.42  3.13  2.00
H  -4.37  1.81  2.66


Please write out number 2 again, unchanged.
A molecular structure, C24H40ClF3N4O2Pd in a non-equilibrium geometry, computed with the ωB97M-V functional and the def2-TZVPD basis.

## Properties
Net charge ... -2
HOMO energy (spin up / spin down) ... 0.0902 / -0.1422 Eh
LUMO (spin up / spin down) ... 0.140 / 0.040 hartree
Multiplicity ... 5
Expectation value of S² ... 6.01
E_tot ... -59742.677 eV
Gap between HOMO and LUMO (spin up / spin down) ... 1.367 / 4.963 eV

Geometry (Å):
Pd  0.00  0.00  0.00
Cl  0.55  -1.07  -1.96
C  0.11  1.33  3.97
C  -0.16  0.96  1.74
N  0.46  0.53  2.89
H  -1.21  3.09  4.01
N  -0.88  2.07  2.13
H  0.49  1.18  4.96
C  1.46  -0.60  2.96
C  2.08  -0.64  4.36
C  0.74  -1.92  2.67
H  1.33  -0.85  5.13
H  2.81  -1.44  4.38
H  2.60  0.30  4.60
H  3.34  -1.09  2.03
H  3.00  0.66  2.06
H  0.29  -1.91  1.67
C  2.56  -0.33  1.92
H  -0.03  -2.11  3.42
H  1.47  -2.74  2.71
H  2.17  -0.41  0.90
C  -0.73  2.28  3.49
C  -3.18  2.48  1.30
H  -3.54  2.43  2.34
H  -3.81  3.18  0.75
C  -1.72  2.97  1.27
H  -1.79  3.72  -0.73
C  -1.64  4.39  1.85
H  -0.61  4.72  1.96
H  -3.27  1.49  0.85
H  -1.25  2.03  -0.65
H  -2.16  4.48  2.81
H  -2.14  5.07  1.15
C  -1.19  3.01  -0.16
H  -0.14  3.34  -0.18
C  0.24  -2.50  -8.48
N  0.59  -2.26  -7.15
H  -0.87  -1.18  -9.86
N  -0.45  -0.52  -7.82
H  0.47  -3.41  -9.00
C  1.34  -3.18  -6.25
C  1.67  -4.48  -6.99
C  2.64  -2.47  -5.82
H  2.31  -4.30  -7.87
H  2.22  -5.14  -6.31
H  0.77  -5.01  -7.31
H  1.00  -4.11  -4.32
H  -0.46  -3.98  -5.34
H  2.39  -1.53  -5.34
C  0.46  -3.47  -5.03
H  3.27  -2.27  -6.69
H  3.20  -3.11  -5.12
H  0.20  -2.53  -4.54
C  -0.43  -1.40  -8.90
C  0.03  1.85  -7.47
H  0.80  1.85  -8.25
H  -0.39  2.86  -7.39
C  -1.07  0.84  -7.80
H  -2.60  1.84  -6.62
C  -1.69  1.16  -9.16
H  -2.49  0.44  -9.41
H  0.50  1.59  -6.51
H  -1.69  0.57  -5.74
H  -0.94  1.16  -9.95
H  -2.14  2.15  -9.11
C  -2.15  0.84  -6.70
H  -2.93  0.12  -6.93
C  0.18  -1.03  -6.72
F  -3.16  -2.79  1.14
C  -2.98  -1.43  1.26
F  -4.04  -0.89  1.96
F  -1.84  -1.18  1.96
C  -2.93  -0.80  -0.10
O  -4.03  -0.86  -0.82
O  -1.88  -0.18  -0.62